85
Properties=species:S:1:pos:R:3 method="wB97M-V/def2-TZVPD" orbital_gap_ev=8.83 lumo_ev=0.7
C -1.64370 2.11842 5.81806
O -1.85093 3.15816 4.83459
C -2.72771 2.61884 3.81416
C -2.42072 3.18420 2.37203
C -2.31124 2.04352 1.25855
C -1.71977 2.69858 -0.05910
C -0.25919 2.20796 -0.44841
C 0.20046 3.29847 -1.50751
C 0.94156 2.71072 -2.77781
C -0.01208 2.21588 -3.94592
C 0.88877 1.44530 -5.00342
C 0.43523 -0.03804 -5.31920
C -0.12154 -0.84103 -4.08337
C -0.43130 -2.32880 -4.58809
C -1.58807 -3.03327 -3.78274
C -1.04370 -3.55945 -2.37109
C -2.14229 -3.41968 -1.22675
C -1.58972 -3.83280 0.22284
C -1.26928 -2.52768 1.03694
N -0.61833 -2.76745 2.34199
C -1.00593 -2.04718 3.48765
C -0.15542 -2.47000 4.61162
C 0.77529 -3.52182 4.07109
C 0.41407 -3.64243 2.66861
C -0.46186 0.73268 -0.99751
O -1.47131 0.20813 -1.40459
N 0.87140 0.17366 -0.91313
C 1.73758 0.94384 -0.00810
C 2.85326 0.19874 0.80094
C 2.68492 -0.28365 2.16999
C 3.80585 -0.93805 2.87781
C 5.08795 -1.08499 2.17153
C 5.24776 -0.62516 0.78932
C 4.14847 0.02704 0.08597
C 0.72168 1.88130 0.76347
N 1.21670 3.15485 1.31986
H -1.41840 2.55232 6.83330
H -0.81160 1.44062 5.46857
H -2.58043 1.49240 5.93972
H -3.77782 2.89294 4.10207
H -2.55640 1.50137 3.77015
H -1.51005 3.84263 2.39645
H -3.28674 3.82773 2.06683
H -1.75200 1.14552 1.62553
H -3.37717 1.74731 1.02094
H -1.64823 3.81124 0.14205
H -2.44194 2.60669 -0.92049
H 0.91096 4.04863 -1.04562
H -0.68516 3.91348 -1.84098
H 1.53580 3.57074 -3.21885
H 1.71046 1.92582 -2.52725
H -0.39343 3.15825 -4.44677
H -0.92092 1.66092 -3.60462
H 0.81460 2.01424 -5.98001
H 1.96887 1.54249 -4.69325
H 1.36773 -0.58592 -5.66778
H -0.25979 -0.06803 -6.21012
H 0.56660 -0.83602 -3.20040
H -1.13484 -0.40003 -3.85559
H 0.55236 -2.87912 -4.51934
H -0.72672 -2.24821 -5.67394
H -1.85918 -3.96021 -4.37585
H -2.52191 -2.42327 -3.68031
H -0.09238 -3.00531 -2.15275
H -0.83840 -4.66538 -2.48833
H -2.51296 -2.35977 -1.24868
H -2.95096 -4.15874 -1.50739
H -2.36286 -4.49517 0.69194
H -0.61778 -4.37150 0.02472
H -0.52127 -1.94269 0.42177
H -2.16745 -1.86994 1.14441
H -1.80289 -1.28206 3.59708
H -0.15264 -2.10371 5.66095
H 1.56879 -4.04247 4.65823
H 0.90716 -4.34655 1.96672
H 0.92999 -0.84290 -0.86622
H 2.36007 1.71579 -0.56805
H 1.70115 -0.14698 2.68025
H 3.67799 -1.31638 3.91437
H 5.96508 -1.55622 2.68611
H 6.22156 -0.77685 0.26028
H 4.24775 0.41132 -0.96131
H 0.33292 1.25355 1.60848
H 2.22463 3.26082 1.20260
H 0.93099 3.28781 2.29011

***

12
Properties=species:S:1:pos:R:3 method="wB97M-V/def2-TZVPD" e_above_lowest_kj_mol=595.9 orbital_gap_ev="5.34 / 5.36" lumo_ev="-3.1 / -3.1"
C 1.21797 0.05411 -0.67225
C -0.17401 0.12696 -0.24670
C -1.03095 -1.11638 -0.02723
N 0.90424 0.35917 0.64097
S 1.24159 3.35788 1.39806
H 1.65167 -0.84097 -0.80418
H 1.71608 0.90042 -1.35001
H -0.94790 0.88832 -0.58138
H -0.42181 -1.81142 0.37846
H -1.39654 -1.32766 -1.03474
H -1.68364 -0.94817 0.74379
H 0.76055 2.41411 2.30298

***

17
Properties=species:S:1:pos:R:3 method="wB97M-V/def2-TZVPD" e_above_lowest_kj_mol=507.3 orbital_gap_ev=7.63 lumo_ev=0.5
C -1.81475 -0.37924 -0.08534
C -0.79839 0.38150 0.74080
C 0.89110 -1.08376 0.63965
O 0.69076 -1.64767 -0.45684
C 1.57756 0.27616 0.57045
C 0.36471 1.06468 0.20293
O 0.43464 0.72545 -1.62169
H -2.33728 0.25233 -0.83031
H -2.60053 -0.75852 0.57623
H -1.37972 -1.23688 -0.61333
H -1.33217 1.06204 1.41087
H 0.86692 -1.66032 1.57432
H 0.58862 -0.27046 -1.46609
H 1.88413 0.61586 1.56832
H 2.44298 0.30208 -0.10603
H 0.44169 2.15893 0.23996
H -0.49341 0.79244 -1.90333

***

98
Properties=species:S:1:pos:R:3 method="wB97M-V/def2-TZVPD" e_above_lowest_kj_mol=89.0 orbital_gap_ev="6.62 / 6.62" lumo_ev="4.2 / 4.2" multiplicity=2 total_charge=-2 s_squared=0.761
V -1.08850 0.34505 -0.51509
O -2.59727 1.48151 -0.57590
C -2.58120 2.78954 -0.78121
C -3.77542 3.50752 -0.64667
C -3.80388 4.87839 -0.84225
C -2.64527 5.56445 -1.18500
C -1.46374 4.84901 -1.33496
C -1.40773 3.47612 -1.14378
C -0.11935 2.72327 -1.37979
N -0.33699 1.48675 -2.03403
C 0.68997 1.17025 -3.00991
C 2.10174 0.84731 -2.45644
N 1.88850 -0.25414 -1.59432
C 2.36808 -1.40891 -1.66354
C 1.71712 -2.49642 -0.90760
C 2.37355 -3.69619 -0.67246
C 1.76375 -4.72987 0.02068
C 0.45723 -4.56789 0.46248
C -0.23712 -3.39570 0.20709
C 0.38491 -2.35239 -0.47200
O -0.27488 -1.22713 -0.73910
H -4.66882 2.95522 -0.38332
H -4.74006 5.41366 -0.72745
H -2.66117 6.63697 -1.33589
H -0.55120 5.36839 -1.61215
H 0.58727 3.38066 -1.90485
H 0.77789 2.00007 -3.72854
H 0.36047 0.29579 -3.57808
H 2.47322 1.68894 -1.86578
H 2.79931 0.65815 -3.29500
H 3.21015 -1.69410 -2.32164
H 3.39987 -3.79620 -1.01141
H 2.30537 -5.64408 0.22878
H -0.03376 -5.36129 1.01335
H -1.25814 -3.26890 0.54243
C -0.79228 0.12625 3.27581
C -1.84375 -0.56940 2.49436
N -2.03498 -0.53406 1.19134
C -3.11761 -1.34514 0.91490
C -3.59507 -1.88036 2.07684
N -2.77993 -1.37320 3.05086
C -4.72934 -2.80883 2.43978
O -5.42250 -3.22707 1.46795
O -4.88130 -3.01950 3.64715
C -3.52581 -1.52583 -0.49413
O -4.56592 -2.27649 -0.72936
O -2.88421 -0.98468 -1.38469
H -0.29547 0.86007 2.64784
H -0.02108 -0.57835 3.59958
H -1.23966 0.61837 4.14233
H -2.89468 -1.62248 4.02097
H -4.97296 -2.64559 0.15961
C 2.39895 1.94688 4.84902
C 2.48695 0.83236 5.89029
C 3.74790 0.98299 6.74185
C 1.25389 0.86674 6.79042
O 2.46741 -0.43414 5.26387
Si 3.37592 -1.12472 4.03914
S 2.32568 -1.52197 2.37020
O 4.12083 -2.44503 4.76073
C 3.58188 -3.72598 5.04213
C 2.09736 -3.65166 5.39826
C 3.78354 -4.61618 3.81644
C 4.37272 -4.26484 6.23109
O 4.67542 -0.07745 3.92730
C 5.90572 -0.18423 3.23592
C 6.32451 1.24407 2.89793
C 5.78320 -1.00517 1.95476
C 6.92686 -0.82733 4.17583
H 2.34115 2.92564 5.33443
H 1.51197 1.80836 4.22878
H 3.27212 1.92505 4.19761
H 3.73645 1.93500 7.28152
H 4.63247 0.93832 6.10845
H 3.80025 0.16804 7.46806
H 1.19435 1.80929 7.34127
H 1.29399 0.04104 7.50402
H 0.35247 0.75461 6.18608
H 1.51719 -3.32613 4.53306
H 1.94226 -2.93230 6.20464
H 1.73947 -4.63244 5.72392
H 3.25662 -4.17869 2.96637
H 3.40622 -5.62783 3.99580
H 4.84852 -4.67443 3.57605
H 4.22072 -3.62152 7.10052
H 5.43864 -4.27315 5.99240
H 4.05792 -5.28132 6.48219
H 5.59607 1.69200 2.21988
H 7.30879 1.26268 2.42183
H 6.36217 1.84331 3.81049
H 4.97488 -0.62356 1.33100
H 5.54500 -2.04642 2.18022
H 6.72826 -0.96697 1.40380
H 7.08305 -0.19279 5.05212
H 7.88677 -0.97300 3.67108
H 6.54668 -1.79125 4.51508
O -0.11359 1.42068 0.48911
O 0.58244 2.50956 -0.11691

***

no.,DFT total energy (hartree)
1,-1525.21039
2,-571.21195
3,-346.83221
4,-4001.90302